Record 1
{
  "formula": "C3H12N3O2",
  "method": "wB97M-V/def2-TZVPD",
  "elements": ["C", "H", "H", "H", "O", "H", "H", "H", "C", "H", "N", "H", "H", "H", "H", "C", "N", "O", "N", "H"],
  "xyz": [[-2.82942, -0.37706, -0.08016], [0.12917, 2.06371, -0.68012], [-2.27587, -0.75607, -0.95956], [0.72641, 1.08370, -1.80823], [-1.99515, 0.74103, 0.35292], [3.50339, -0.45080, 1.20640], [3.28882, 1.12170, 0.11226], [-0.51417, -1.76638, -0.17898], [2.89284, 0.07729, 0.30285], [-0.47370, 1.32692, 1.57026], [0.14816, 1.14424, -0.99705], [-3.86471, 0.12390, -0.22618], [-0.89830, -0.48480, 1.60027], [0.73314, -1.43686, -1.42309], [3.24456, -0.66785, -0.39657], [-0.82150, 0.39332, 0.93138], [0.28910, 0.08269, -0.08044], [1.62662, 0.03705, 0.81219], [0.05402, -1.06485, -0.68448], [-2.96340, -1.19084, 0.62632]],
  "smiles": "COC[N+](N)(N)OC",
  "homo_energy_ev": -14.7,
  "e_lumo_ev": -3.5,
  "orbital_gap_ev": 11.2,
  "total_charge": 1
}


Record 2
{
  "formula": "C2H4N2S3",
  "method": "wB97M-V/def2-TZVPD",
  "elements": ["S", "H", "H", "S", "S", "N", "C", "H", "N", "H", "C"],
  "xyz": [[1.59356, 2.04207, -0.62660], [3.50461, 2.60646, 1.49918], [-1.36603, -3.60662, -1.06865], [3.21229, 1.38874, 1.61926], [-0.87703, -2.45558, -1.61766], [1.94887, 1.18318, 0.65614], [-1.34533, -1.46827, -0.31049], [-1.87158, -0.20016, 1.42380], [0.27448, 1.60595, -1.33447], [-0.10127, 0.68545, -1.22102], [-1.52457, -0.61326, 0.52325]],
  "homo_energy_ev": [-8.3, -8.3],
  "e_lumo_ev": [-0.7, -0.7],
  "orbital_gap_ev": [7.6, 7.6],
  "total_charge": 0
}


Record 3
{
  "formula": "C16H15FN2O3S",
  "method": "wB97M-V/def2-TZVPD",
  "elements": ["O", "F", "H", "H", "C", "C", "H", "N", "H", "O", "C", "H", "C", "H", "C", "H", "H", "C", "H", "H", "C", "C", "C", "N", "S", "H", "H", "H", "C", "C", "H", "C", "C", "H", "C", "C", "O", "C"],
  "xyz": [[-2.57983, -0.97973, 0.05875], [2.34220, 0.26294, 2.36355], [-4.52360, -0.46943, -0.00955], [-0.94996, 3.93200, 0.31905], [-0.46196, 3.79110, -0.63955], [4.64609, -0.36786, -0.33566], [-0.54124, 4.69377, -1.23847], [-0.69521, -0.01775, -1.92342], [0.16417, -2.67301, -0.15330], [-1.90606, -2.68319, 1.36115], [3.77796, -0.85994, -1.29451], [-3.10333, -0.56686, 2.70817], [2.80416, -0.10391, 1.15011], [4.15396, -1.16536, -2.25863], [-0.17410, 0.73255, 0.26409], [-4.17426, -1.94154, 0.94996], [5.70087, -0.28405, -0.54592], [-0.65281, 0.98472, -0.97495], [0.34351, -0.83473, 1.62334], [-4.75184, 0.00539, 2.42961], [2.42341, -0.96911, -1.02776], [-3.84983, -0.92225, 0.72001], [4.15806, 0.01227, 0.90183], [-0.36272, 2.30484, 2.25764], [-1.29421, 2.49885, -1.60224], [4.80515, 0.39276, 1.67596], [1.77131, -1.36723, -1.78866], [-0.96745, 0.24087, -2.86412], [1.90510, -0.59035, 0.20434], [-0.25628, 1.62123, 1.33961], [-3.37816, 0.90414, 1.76686], [0.43220, -0.63434, 0.54869], [-3.76379, -0.08831, 1.98912], [0.58016, 3.52061, -0.50406], [-0.60094, -1.35965, -1.66435], [-0.35416, -1.71217, -0.21118], [-0.72317, -2.17641, -2.54394], [-1.70208, -1.87680, 0.49881]],
  "smiles": "CCOC(=O)[C@H]1C(=O)NC(SC)=C(C#N)[C@@H]1c1ccccc1F",
  "homo_energy_ev": -8.8,
  "e_lumo_ev": 0.1,
  "orbital_gap_ev": 8.9,
  "total_charge": 0
}


Record 4
{
  "formula": "C37H50BBr2CsN8",
  "method": "wB97M-V/def2-TZVPD",
  "elements": ["C", "C", "H", "H", "C", "H", "H", "H", "Br", "H", "C", "H", "H", "C", "H", "N", "H", "C", "C", "H", "H", "H", "H", "H", "B", "H", "H", "C", "H", "H", "N", "H", "C", "H", "C", "N", "H", "H", "H", "C", "C", "H", "H", "H", "H", "H", "Br", "C", "H", "C", "C", "C", "C", "C", "H", "H", "C", "H", "C", "C", "C", "H", "C", "C", "C", "C", "C", "H", "N", "C", "H", "H", "H", "C", "N", "C", "C", "C", "N", "H", "H", "H", "C", "N", "H", "C", "C", "H", "H", "H", "H", "H", "H", "H", "C", "N", "C", "Cs", "H"],
  "xyz": [[-1.30778, -2.59829, 5.40024], [-1.58129, -1.93683, 4.05098], [-1.90461, -3.73384, 0.93932], [7.46063, -3.06566, -1.29372], [-1.44562, -0.41863, 4.18842], [-3.53079, -1.75352, -5.93351], [1.10460, 6.28873, 1.44652], [-0.29122, -2.39165, 5.74005], [3.19963, 2.15308, -0.11406], [0.39994, 4.97591, -0.53575], [5.75568, -0.92352, -1.47063], [-3.54567, 0.45489, -4.73791], [0.77848, -0.83425, -0.23905], [-1.84684, -1.93905, -2.94016], [6.79323, -0.62684, -1.29507], [-2.83492, 1.79764, 0.60903], [3.61813, 0.70995, 1.84695], [-2.96666, 3.11689, 4.07653], [-4.50990, 0.59188, 1.82475], [-3.74240, -1.90756, 4.30990], [-1.43418, -3.68113, 5.34116], [-3.87345, 0.23728, -0.20845], [5.09863, -0.17416, -1.02775], [-0.91374, -4.86004, 0.02477], [0.62151, -2.02261, -0.31838], [-3.96411, -0.27575, -3.17932], [-2.18709, -0.03163, 4.89431], [-1.63139, -3.18463, -1.11875], [-2.65699, -4.81536, -0.24763], [-3.20202, -1.83196, 2.61812], [-0.99373, 3.86154, 0.46096], [-1.73239, 4.62192, 4.91375], [-2.32087, -1.26769, -4.20737], [-3.50385, 2.91353, 4.99467], [6.42117, -3.33030, -1.49830], [-0.53617, -1.85009, 1.82659], [-5.24609, -0.19979, 1.81672], [6.76517, -1.94867, 0.85041], [-0.03106, 5.86120, 3.62691], [1.93510, -4.51181, 1.33936], [-3.21162, -2.22404, -5.00105], [-2.67580, -3.14262, -5.24531], [-2.00318, -2.21983, 6.15306], [-1.46196, -0.34590, -5.96866], [2.57704, -0.13924, 0.65979], [1.57459, -5.06572, -3.22585], [1.23706, 1.26866, 2.28215], [-3.13597, -0.01904, -3.84296], [2.83308, -3.99576, 0.99782], [-0.29719, 5.30556, 2.73584], [5.73532, -2.25320, 0.64693], [5.48307, -2.30438, -0.86322], [-1.12211, -0.85669, -5.06442], [-4.27962, 1.34490, 2.94237], [-3.32484, -3.55833, -2.47077], [0.47457, -4.19670, 3.89387], [2.14587, -3.56843, -1.84590], [-4.82790, 1.16653, 3.85962], [-1.29861, 4.32363, 2.80956], [-3.29598, 2.34808, 2.91084], [-3.00442, -2.28037, 3.59302], [-1.59374, 0.06252, 3.22058], [-0.07022, 4.79589, 0.42633], [-1.78160, -4.20150, -0.03770], [1.09431, -4.37630, -2.53288], [2.76095, 0.79377, 1.19140], [0.89959, -3.55565, 1.83457], [0.40055, -3.74737, -3.09248], [0.38678, -2.53866, 1.11010], [-2.61006, 2.55713, 1.70317], [-0.45667, -0.19066, -4.51492], [-2.50771, 0.71674, -3.33523], [1.56770, -5.11392, 0.50554], [0.28312, -3.52883, 3.07058], [-0.75494, -1.51928, -2.31401], [-1.99834, 4.05175, 4.03228], [4.04271, -2.68370, -1.12207], [-3.74078, 0.84647, 0.68083], [3.05957, -2.02550, -0.52591], [5.57748, -0.93276, -2.54792], [-0.53826, -1.73037, -5.35844], [-3.13002, -3.36158, 3.50259], [-1.60461, 3.60865, 1.63827], [1.90042, -2.58113, -0.96100], [4.04850, -4.35785, -2.61318], [-0.60705, -2.43864, 3.00979], [3.51720, -3.66932, -1.97731], [0.50623, -4.96643, -1.82637], [6.29061, -3.36685, -2.58162], [6.23941, -4.32995, -1.09862], [-4.10774, -2.49251, -4.43886], [5.56893, -3.23171, 1.10222], [2.20844, -5.18999, 2.14687], [5.05978, -1.54284, 1.12474], [0.32638, 5.54459, 1.54145], [-0.62686, -2.28543, -1.19709], [-2.44023, -2.99396, -2.22485], [-0.32292, 1.26721, -1.09120], [-0.45108, -0.15119, 4.55142]],
  "homo_energy_ev": -8.0,
  "e_lumo_ev": -0.2,
  "orbital_gap_ev": 7.8,
  "total_charge": 0
}


Record-wise energy above the lowest of the compared OMol25 structures with the same formula, charge and spin values, in kJ/mol: 733.56; 448.76; 0.00; 0.00